Run A
# C3H12N2O2

A 3-piece molecular cluster, C3H12N2O2 overall (the ωB97M-V functional and the def2-TZVPD basis, OMol25).

Gap between HOMO and LUMO, eV: 9.94
Total charge: 0
SMILES: [H]/N=C/NCC.O.O

Geometry as XYZ:
```
19
C3H12N2O2 the ωB97M-V functional and the def2-TZVPD basis
C -1.825 -0.830 -0.374
C -1.284 0.483 -1.019
N -0.549 1.302 -0.010
C 0.723 1.829 -0.178
N 1.515 2.065 0.842
H -0.905 -1.205 0.223
H -2.374 -1.573 -0.998
H -2.566 -0.599 0.476
H -0.502 0.328 -1.659
H -2.109 1.156 -1.642
H -1.082 1.353 0.901
H 0.784 2.495 -1.054
H 2.307 2.703 0.531
H 1.244 0.216 1.737
H 0.571 -1.250 1.897
O 1.189 -0.701 1.370
H 1.403 -2.630 0.397
H 1.719 -2.139 -0.977
O 1.742 -3.004 -0.465
```

Atom charges from the Mulliken analysis, given in e for atoms 1 to 2:
1 C -0.873
2 C -0.418

---

Run B
# C3H12N2O2

A 2-piece molecular cluster, C3H12N2O2 overall (the ωB97M-V functional and the def2-TZVPD basis, OMol25).

Gap between HOMO and LUMO, eV: 9.96
Total charge: 0
SMILES: CNN(C)O.CO

Geometry as XYZ:
```
19
C3H12N2O2 the ωB97M-V functional and the def2-TZVPD basis
C -1.197 1.547 0.402
C -1.567 -1.300 0.163
N -1.212 0.907 -0.902
N -1.696 -0.413 -0.988
O 0.168 0.785 -1.328
H -0.005 0.315 -2.197
H -2.657 -0.361 -1.309
H -0.816 2.554 0.247
H -0.570 1.033 1.136
H -2.226 1.599 0.754
H -0.520 -1.338 0.462
H -1.886 -2.292 -0.150
H -2.172 -0.996 1.025
C 3.073 -0.406 0.523
O 1.683 -0.448 0.721
H 1.251 0.022 -0.016
H 3.534 -0.894 1.381
H 3.369 -0.938 -0.388
H 3.443 0.625 0.463
```

Atom charges from the Mulliken analysis, given in e for atoms 1 to 2:
1 C -0.787
2 C -0.701

---

Looking at the structures above, which would you pick as the most stable? I would pick run A.